Record 1
Density functional theory data (ωB97M-V/def2-TZVPD) for a 10-piece molecular cluster, C38H46Cl8N6 overall.

The geometry in XYZ format:
```
98
Properties=species:S:1:pos:R:3:forces:R:3
N 1.91085 4.60149 1.14497 -0.3307 -0.1438 -0.3112
C 1.25184 5.73721 0.93655 -0.2629 0.2083 -0.4418
C 0.70421 6.08006 -0.30239 0.1978 0.0834 -0.0131
C 0.82715 5.21603 -1.38490 -0.1795 -0.0735 -0.0085
C 1.45516 4.00629 -1.16594 0.2919 -0.3242 0.5239
C 1.97033 3.76367 0.10537 0.7970 -0.4002 0.2192
H 1.15655 6.41810 1.77995 0.0569 -0.0999 -0.0942
H 0.23859 7.04093 -0.44496 -0.1518 0.1506 0.1227
H 0.43710 5.46878 -2.37000 0.0410 0.0561 0.2496
H 1.61226 3.23045 -1.90860 -0.1482 0.2639 -0.1174
H 2.54771 2.84890 0.27628 -0.3536 0.2403 -0.0718
N 4.16525 -3.84037 -1.85107 0.0027 0.9293 1.2259
C 5.11482 -3.69369 -0.89378 -0.2033 -0.1733 0.1535
C 4.89829 -3.25507 0.42714 0.0376 -0.1143 -0.9787
C 3.61656 -2.88915 0.78312 -0.4344 -0.0118 -0.6878
C 2.61134 -2.97411 -0.18865 0.3720 -0.2001 -0.7175
C 2.92432 -3.43297 -1.50512 0.3267 0.0596 1.2246
H 6.13540 -3.93413 -1.18027 -0.1576 -0.1481 -0.1513
H 5.70697 -3.16717 1.14636 0.0422 -0.1004 -0.2745
H 3.43931 -2.49940 1.77783 -0.3020 -0.0642 -0.0025
H 1.60237 -2.67183 0.07054 0.0063 -0.0170 -0.2091
H 2.16386 -3.45303 -2.29499 0.2050 -0.1185 0.3802
N 0.57268 -2.62075 -4.21910 0.5032 0.0548 -0.0756
C 1.45668 -1.82907 -4.85183 -0.5401 0.1245 0.0265
C 1.10277 -0.56641 -5.36758 0.2131 -0.9255 0.3599
C -0.20757 -0.13800 -5.18782 0.2396 -0.2390 -0.3568
C -1.10735 -0.95998 -4.51989 -0.0431 0.2313 0.2491
C -0.67682 -2.19569 -4.04406 0.2331 0.2681 -0.7377
H 2.46134 -2.26202 -4.98260 -0.4717 0.3982 0.0920
H 1.83794 0.01262 -5.91366 -0.1061 0.0375 0.0444
H -0.52983 0.78229 -5.66634 -0.0323 0.0481 0.2973
H -2.11765 -0.61172 -4.33333 -0.0253 -0.2389 -0.1472
H -1.37634 -2.90803 -3.61503 0.0987 0.1615 0.2368
N -5.27680 3.10539 -3.31191 0.5593 0.4041 1.2666
C -4.77951 2.63298 -4.43660 -0.9878 -0.1289 -0.5547
C -3.53557 2.04588 -4.60679 -0.0545 0.6356 0.3463
C -2.73756 1.97799 -3.47943 -0.0739 -0.3391 0.2277
C -3.23542 2.45675 -2.25308 0.6563 -0.0552 -0.7031
C -4.47841 3.06125 -2.21968 -0.1350 -0.3167 -0.7252
H -5.48076 2.71505 -5.26370 0.2479 -0.0941 -0.1855
H -3.25725 1.77595 -5.61591 0.3062 -0.2946 0.1534
H -1.75190 1.51873 -3.52967 -0.1365 0.2019 0.1240
H -2.57778 2.39205 -1.39548 -0.1935 0.1127 0.1791
H -4.84504 3.53266 -1.31572 -0.1469 -0.1044 0.0015
N -0.87544 -3.59786 2.87793 -0.2015 -0.1993 0.5848
C -1.87795 -3.29181 3.71532 0.1261 0.1310 0.9191
C -1.75127 -3.29425 5.13797 0.3014 -0.5560 -1.3041
C -0.52283 -3.65864 5.65409 0.2646 -0.1680 -0.0555
C 0.52229 -3.98578 4.78958 -0.3484 -0.2387 -0.1584
C 0.29652 -3.97953 3.41929 -0.6074 0.3252 0.3699
H -2.84378 -3.05344 3.25606 0.3772 0.0092 0.0987
H -2.56507 -3.16159 5.83866 -0.2408 0.2989 -0.3990
H -0.40677 -3.74805 6.73132 0.1370 0.0896 -0.1292
H 1.48003 -4.31359 5.15776 0.1324 0.0182 0.1413
H 1.07307 -4.31877 2.74230 -0.0435 0.1899 -0.1147
N 1.46045 0.51497 -0.15187 -0.8639 -0.5349 0.0879
C 0.57605 0.16734 -1.11843 0.1045 0.2436 0.7453
C -0.58436 -0.57605 -0.90814 0.2084 -0.5392 1.1251
C -0.81556 -1.07760 0.40148 0.1360 0.1384 -1.1089
C 0.06458 -0.67529 1.39321 -0.8059 -1.0530 0.1959
C 1.14638 0.09476 1.09263 0.9201 0.7023 -0.6432
H 0.78074 0.50119 -2.12910 0.2470 0.0857 -0.0223
H -1.21106 -0.81573 -1.76326 0.0058 -0.0341 0.3264
H -1.58237 -1.82283 0.63223 0.0204 0.4376 -0.1886
H -0.02738 -1.03222 2.41335 -0.1870 -0.0088 -0.0971
H 1.78146 0.33049 1.94719 0.3375 0.3371 -0.5183
Cl 6.02998 -0.36228 -3.60998 0.4109 -0.3092 -0.2369
C 4.66381 -0.26999 -2.49310 0.0278 -0.3244 0.5728
C 5.06117 0.33720 -1.17029 -0.4379 0.0022 0.3466
Cl 5.53828 2.04301 -1.31231 0.0585 0.1187 0.0717
H 4.30526 -1.26753 -2.22661 0.1009 -0.0592 -0.5018
H 3.90899 0.25969 -3.05881 -0.3212 0.2603 0.4016
H 5.86070 -0.22426 -0.68050 0.1142 0.1431 -0.3890
H 4.21138 0.28399 -0.48307 -0.0830 0.1784 -0.2300
Cl 1.37762 2.07202 4.95150 0.1018 0.7424 -0.4176
C 1.01534 0.85444 6.14685 0.5415 -0.2750 0.4714
C 0.70838 -0.45277 5.51241 -0.5627 -0.7786 -0.1970
Cl 2.01242 -1.02116 4.44255 0.2245 0.0734 -0.1770
H 0.20064 1.19745 6.75935 -0.5268 0.0762 0.0968
H 1.86556 0.72017 6.80243 0.3598 0.2265 0.0493
H -0.23004 -0.43450 4.96114 0.1308 0.0552 -0.2244
H 0.63175 -1.23913 6.25033 -0.1496 -0.0101 0.3631
Cl -1.29532 4.37239 3.45833 -0.1858 -0.2084 0.0058
C -1.93908 3.17560 2.27807 -0.4085 0.5465 0.4162
C -1.58555 1.74313 2.64325 0.2848 1.2341 -1.5447
Cl -2.41577 1.12343 4.04667 -0.1278 -0.1664 0.4185
H -1.50785 3.48987 1.33569 0.3431 -0.3780 -0.2403
H -3.01199 3.35892 2.18533 0.0588 -0.1924 0.2793
H -0.50779 1.71745 2.73153 0.1721 -0.3236 0.5422
H -1.83204 1.15242 1.76453 -0.1951 -0.3058 0.1504
Cl -4.02124 -1.60298 -2.19470 -0.2180 0.2369 -0.2476
C -4.98971 -0.71955 -0.98175 -0.2438 0.1326 0.2317
C -5.95731 -1.65250 -0.30008 -0.0769 -0.2988 -0.2556
Cl -5.11806 -2.89697 0.62527 0.2650 -0.5570 0.2140
H -5.59282 0.08269 -1.40533 0.2929 -0.0176 -0.5647
H -4.25472 -0.26997 -0.32481 -0.0816 -0.0460 0.3457
H -6.61474 -2.12660 -1.03960 0.3034 -0.0029 0.1778
H -6.58503 -1.16830 0.42791 -0.1557 0.6086 0.0776
```
Forces are in eV/Å.

## Properties
Kohn-Sham gap (eV): 9.7
2S+1: 1
LUMO level (Eh): 0.009
ΔE to the lowest compared entry with this formula, charge and spin (kcal/mol): 0.0
Electronic energy (hartree): -5485.64384
Highest occupied orbital energy (eV): -9.4
SMILES: c1ccncc1.c1ccncc1.c1ccncc1.c1ccncc1.c1ccncc1.c1ccncc1.ClCCCl.ClCCCl.ClCCCl.ClCCCl
Molar mass (g/mol): 870.5


Record 2
Density functional theory data (ωB97M-V/def2-TZVPD) for C38H46ClF5OOsP4S as an isolated structure.

The geometry in XYZ format:
```
97
Properties=species:S:1:pos:R:3:forces:R:3
P 1.12666 1.05425 -2.82967 -0.4589 -1.9718 -0.2178
C 2.84106 1.45654 -2.94189 0.4883 0.2263 -0.5574
C 3.59598 0.82540 -3.95367 -0.0573 0.4734 0.6528
H 3.16746 -0.00292 -4.51079 0.0892 0.1855 -0.0146
C 4.87661 1.30032 -4.20278 0.2992 -0.3386 -0.2840
H 5.45655 0.81928 -4.98996 -0.0398 0.1886 0.1912
C 5.42032 2.35157 -3.46947 -0.7896 0.0409 0.4111
H 6.42051 2.70496 -3.68577 -0.0587 -0.0002 0.0359
C 4.65700 2.95049 -2.44690 0.3913 -0.3589 -0.4090
H 5.08152 3.75742 -1.87233 0.0337 0.1169 0.0820
C 3.37471 2.50125 -2.17885 0.0220 0.0017 0.0006
H 2.77709 2.95854 -1.38207 0.2085 -0.0888 -0.3347
C 0.76525 -0.57135 -3.46839 0.2255 3.3516 0.8361
C 1.52186 -1.67610 -3.02683 0.4254 -1.1768 0.6285
H 2.32036 -1.54829 -2.29829 -0.1283 -0.0323 -0.1955
C 1.23030 -2.92418 -3.55245 0.3945 0.1200 0.4812
H 1.75960 -3.78334 -3.16893 0.1803 -0.1329 -0.0676
C 0.28289 -3.08890 -4.54930 0.1078 -0.9183 0.0915
H 0.08077 -4.06247 -4.97706 0.0904 0.0116 0.0771
C -0.40883 -1.97445 -5.02000 -0.6159 2.1502 0.1238
H -1.13554 -2.07094 -5.80416 -0.1849 -0.0981 -0.2845
C -0.20084 -0.70917 -4.47615 -0.8336 -1.4825 -1.1359
H -0.75048 0.16122 -4.83494 0.0722 -0.2509 -0.0364
C 0.06350 2.33409 -3.46056 0.2914 0.0437 -0.5666
C 0.45654 2.89746 -4.69083 -0.6295 0.0992 0.7048
H 1.36139 2.54659 -5.17831 -0.1406 0.1495 -0.0375
C -0.34322 3.89774 -5.23596 0.5487 -0.0262 -0.4867
H -0.03478 4.32416 -6.18522 -0.1507 0.0511 0.0805
C -1.48077 4.35581 -4.59283 -0.0669 -0.3540 0.5129
H -2.07223 5.15130 -5.03206 0.0498 -0.0872 0.0625
C -1.85755 3.78201 -3.37067 0.4763 -0.1914 -0.3692
H -2.73224 4.13285 -2.86087 -0.3391 0.1256 0.1549
C -1.09566 2.76014 -2.80679 -0.0526 0.3506 -0.1121
H -1.39146 2.32380 -1.85124 0.1739 0.1397 -0.3235
Os 0.06262 0.18354 1.55768 -4.5541 -3.5643 5.5608
C -1.64862 -1.10713 1.37755 -0.3305 -0.1946 -0.5018
C -2.09464 -1.52254 0.16314 -0.4684 0.3604 -0.3411
H -2.19490 -1.49811 2.25742 0.3828 0.1435 -0.2312
C -1.38431 -0.92840 -1.02947 1.5970 0.9833 -0.5463
O -2.21749 -0.05791 -1.79904 -0.5336 -0.3229 0.3038
H -1.77314 0.36626 -2.56052 0.2840 -0.6972 0.3858
C -0.28911 -0.11551 -0.40279 -1.6138 -1.2051 0.3444
H -0.85446 -1.66679 -1.65442 -0.3740 -0.0115 -0.0974
C 0.55782 0.77738 -0.19028 3.3090 3.0756 -2.2794
Cl 1.94757 1.28105 2.50307 1.0069 0.9499 -0.2558
P -1.46253 1.99581 2.15712 -0.2612 0.2424 -0.2551
P 1.43386 -1.72732 1.90889 0.4699 -0.6329 -0.2869
C -1.07126 3.01969 3.60908 0.1351 0.0067 -0.1824
H -0.03249 3.35731 3.53320 -0.2147 -0.0131 0.0829
H -1.19509 2.43544 4.52795 0.0139 0.2124 -0.2127
H -1.75141 3.88262 3.62044 0.1720 -0.2268 0.0223
C -1.56469 3.17489 0.78006 -0.0779 0.2087 -0.0019
H -2.28202 2.81208 0.03507 0.1493 0.0556 0.1478
H -0.57902 3.27302 0.31265 -0.2070 0.0940 0.0692
H -1.88989 4.15138 1.15818 0.0107 -0.1568 -0.1781
C -3.19183 1.48702 2.46937 0.1183 0.0792 -0.1362
H -3.22921 0.80332 3.32648 -0.0376 0.1666 -0.1607
H -3.58527 0.97667 1.58111 0.0691 0.1259 0.2214
H -3.79575 2.38154 2.68263 0.1364 -0.2921 -0.0368
C 2.28911 -1.92794 3.50476 -0.0319 0.1668 0.0299
H 1.60947 -2.35498 4.25113 0.1819 -0.0032 -0.1984
H 2.64904 -0.95310 3.85221 0.0062 -0.2601 -0.0956
H 3.14081 -2.60092 3.34189 -0.2336 0.1100 0.1197
C 0.61846 -3.34175 1.67720 0.0807 0.0310 -0.0384
H 0.16292 -3.38808 0.68060 0.1294 0.0071 0.1994
H -0.16760 -3.45824 2.43375 0.1691 -0.0229 -0.1352
H 1.35809 -4.14741 1.78364 -0.2135 0.1738 -0.0105
C 2.77677 -1.67587 0.68916 0.1924 -0.0854 0.0689
H 3.14140 -0.64757 0.59200 -0.0124 -0.2053 0.0521
H 2.41295 -2.02988 -0.27882 -0.0076 0.0558 0.1244
H 3.58968 -2.32230 1.03892 -0.0795 0.1006 -0.1998
P -3.48121 -2.57866 -0.36104 1.4667 0.9660 -0.0724
C -4.05097 -3.53246 1.00456 -0.2644 -0.4366 0.5734
C -2.80373 -3.61121 -1.66745 0.0521 -0.3315 -0.0089
H -4.40746 -2.88672 1.80946 0.0026 0.0440 -0.0927
H -3.25463 -4.16776 1.40087 0.0044 0.1007 -0.1329
H -4.87092 -4.17183 0.69067 -0.1554 -0.0953 -0.0225
H -2.44439 -2.99700 -2.50406 -0.1654 -0.0661 0.2057
H -3.56813 -4.30134 -2.03673 0.0805 0.0686 0.0202
H -1.95503 -4.19325 -1.27729 -0.2739 0.1535 -0.0836
C -4.73914 -1.52036 -1.05162 -0.2333 0.4437 0.0733
H -5.05075 -0.78444 -0.29504 0.0398 -0.2821 -0.1868
H -5.59932 -2.09736 -1.37758 -0.1322 -0.0890 -0.0344
H -4.30705 -0.96529 -1.89611 -0.0938 -0.2759 0.2749
H 1.29250 1.40302 0.32524 0.5376 0.5087 -1.7468
F 2.83965 -0.18057 8.96519 -0.9081 -0.0011 -1.2590
C 2.06494 -0.15343 7.87276 0.6934 0.0609 0.8011
C 2.16027 0.90299 6.97069 0.6572 0.9952 -0.2163
F 3.04759 1.89984 7.18477 -0.9944 -0.9532 -0.0594
C 1.32384 0.96150 5.86226 0.2499 0.5499 0.1906
F 1.27738 2.12619 5.20462 0.1409 -1.0317 0.2620
C 0.46436 -0.11766 5.52833 -0.3922 0.4570 -0.3642
S -0.51470 -0.22815 4.10383 0.1475 -0.5815 0.8584
C 0.35557 -1.15370 6.49423 -0.4088 -0.3957 0.1363
F -0.53566 -2.14254 6.27831 0.9174 0.7009 0.2827
C 1.13098 -1.16391 7.64303 -0.5482 -1.3639 0.5380
F 0.99581 -2.16821 8.54307 0.1952 1.0825 -0.9817
```
Forces are in eV/Å.

## Properties
Kohn-Sham gap (spin up / spin down) (eV): 2.9 / 4.7
2S+1: 5
LUMO level (spin up / spin down) (Eh): -0.192 / -0.308
Electronic energy (hartree): -4363.89666
Highest occupied orbital energy (spin up / spin down) (eV): -8.1 / -13.1
Total charge: +2
Molar mass (g/mol): 995.4


> The highest 2S+1 belongs to which entry?

C38H46ClF5OOsP4S


> Which of these has the lowest 2S+1?

C38H46Cl8N6


> Among the records above, which one has the lowest 2S+1?

C38H46Cl8N6